No. 1
{
  "formula": "C3H6O",
  "method": "ωB97M-V/def2-TZVPD",
  "symbols": ["C", "C", "O", "C", "H", "H", "H", "H", "H", "H"],
  "positions_angstrom": [[0.800489, -0.167512, -1.021171], [-0.401543, -0.473383, -0.154334], [-1.166603, -1.375587, -0.418219], [-0.600075, 0.381217, 1.085602], [0.819175, -0.850282, -1.872617], [0.759587, 0.867662, -1.380033], [1.726093, -0.270757, -0.442620], [-0.157061, 1.377357, 0.991010], [-1.668203, 0.461895, 1.298290], [-0.125305, -0.120221, 1.937191]],
  "forces_ev_per_a": [[-0.009, -0.049, -0.112], [-0.127, -0.135, 0.044], [0.269, 0.338, 0.063], [-0.054, 0.021, -0.010], [0.026, 0.091, 0.129], [-0.022, -0.139, 0.088], [-0.148, 0.022, -0.030], [-0.049, -0.172, -0.029], [0.141, -0.021, -0.012], [-0.027, 0.044, -0.130]],
  "multiplicity": 1,
  "lumo_ev": 0.968,
  "smiles": "CC(C)=O",
  "de_lowest_kj_mol": 1.5,
  "orbital_gap_ev": 10.656,
  "homo_energy_ha": -0.356
}

No. 2
{
  "formula": "C3H6O2",
  "method": "ωB97M-V/def2-TZVPD",
  "symbols": ["O", "C", "O", "C", "C", "H", "H", "H", "H", "H", "H"],
  "positions_angstrom": [[0.514503, -1.984939, -0.552925], [0.758796, -0.992584, 0.065384], [1.914796, -0.308312, -0.171557], [-0.293975, 0.069281, 0.627545], [-1.112534, 0.617469, -0.577409], [2.538905, -0.316275, 0.495255], [-0.905650, -0.351692, 1.378440], [0.467242, 0.795395, 1.190540], [-0.445641, 1.271475, -1.200235], [-1.739428, -0.180077, -1.056273], [-1.697013, 1.380260, -0.198765]],
  "forces_ev_per_a": [[-0.022, -0.249, 0.987], [-2.008, 1.793, -1.483], [-0.624, -0.296, -2.240], [3.230, -0.063, 0.204], [2.012, -0.423, 0.041], [1.927, -0.002, 2.326], [-0.879, -0.612, 0.672], [-2.250, -0.859, -1.418], [-0.379, -1.454, -0.255], [0.959, 0.905, 0.159], [-1.966, 1.261, 1.008]],
  "multiplicity": 1,
  "lumo_ev": 0.676,
  "smiles": "CCC(=O)O",
  "de_lowest_kj_mol": 140.8,
  "orbital_gap_ev": 11.017,
  "homo_energy_ha": -0.380
}